# 1
# C2H4O2P

A gas-phase ion, C2H4O2P (charge -1) in a non-equilibrium geometry (wB97M-V/def2-TZVPD, the OMol25 dataset).

Properties
**Frontier orbital gap (alpha / beta)**: 4.7351 / 6.1737 eV
**Relative energy (zero: lowest compared OMol25 entry of this formula, charge and spin)**: 73.53 kJ/mol
**Expectation value of S²**: 2.01
**Total charge**: -1
**LUMO energy (alpha / beta)**: 4.628 / 1.720 eV
**Spin multiplicity**: 3
**Strongest force on any atom**: 5.92 eV Å⁻¹
**Calculated total energy**: -570.33854 hartree

```
9
Properties=species:S:1:pos:R:3:forces:R:3
P -1.828471 -0.196722 -0.155422 3.09 2.20 0.01
O -2.331469 1.412930 0.235367 1.15 -3.04 -0.78
O -2.661847 -1.354849 0.174034 -1.15 -0.79 0.61
C 0.872823 0.644901 0.332465 0.67 2.42 -0.04
C -0.004294 -0.365358 0.343747 -5.83 0.44 -0.97
H 0.108655 -1.333575 0.683062 0.33 -1.85 0.90
H -1.693629 -0.185216 -1.584781 -0.57 0.78 0.24
H 1.856144 0.377135 0.371577 2.84 -0.57 0.07
H 0.705831 1.681833 0.148050 -0.53 0.41 -0.05
```
Forces are in eV/Å.

=====

# 2
# C29H12F14IN3O5STa

A molecular structure, C29H12F14IN3O5STa in a non-equilibrium geometry (wB97M-V/def2-TZVPD, the OMol25 dataset).

Properties
**Frontier orbital gap**: 6.3062 eV
**Relative energy (zero: lowest compared OMol25 entry of this formula, charge and spin)**: 0.00 kJ/mol
**Total charge**: +1
**LUMO energy**: -4.653 eV
**Spin multiplicity**: 1
**Strongest force on any atom**: 3.12 eV Å⁻¹
**Calculated total energy**: -3803.60908 hartree

```
66
Properties=species:S:1:pos:R:3:forces:R:3
Ta 8.404509 11.470682 12.985154 1.30 -2.19 1.59
I 14.678344 10.361058 6.760912 0.33 -0.09 -0.38
S 8.243397 9.145942 11.973979 -0.91 1.11 1.25
F 6.718104 15.272125 12.695415 -0.10 -0.07 0.54
F 5.092847 13.786865 10.008201 0.73 -0.44 0.86
F 4.935610 5.475385 13.122748 -0.20 0.52 0.21
F 9.377414 13.664227 10.000245 -0.22 0.02 0.14
F 6.880252 16.160700 10.740278 0.06 -1.48 0.25
F 7.974146 12.118392 9.498739 0.17 -0.29 -0.02
F 6.615686 8.002015 16.668197 0.44 0.53 0.51
F 7.725272 14.089168 8.665538 -0.17 -0.20 1.22
F 5.233928 13.255992 12.128249 -0.32 0.46 0.12
F 5.907747 11.865306 10.678959 -0.34 0.10 -0.21
F 7.979931 9.604726 14.842025 0.50 0.66 0.37
F 5.920015 7.255230 11.309825 0.42 0.01 0.63
F 5.230264 5.908148 15.802950 0.24 0.74 -0.55
F 8.653819 15.492779 11.744987 -0.27 -0.36 0.24
O 11.209499 12.632407 12.637931 -0.10 -0.15 -0.80
O 9.999595 14.995955 19.931147 0.45 -0.47 -0.26
O 7.870223 12.962734 12.106632 -0.66 2.15 -2.16
O 9.941944 11.043847 11.726461 -0.73 0.40 0.35
O 8.032928 15.489749 19.298554 0.01 -0.56 -0.64
N 9.079209 14.885400 19.162063 0.32 -0.10 -0.04
N 7.547610 12.610245 14.953100 0.52 0.06 -0.04
N 9.902026 11.368919 14.703174 0.59 -0.08 0.04
C 5.839420 13.164508 10.953593 -0.86 0.02 -1.08
C 8.083655 13.404942 9.780346 1.05 0.55 -2.03
C 6.361166 13.208191 15.032049 -0.12 -0.84 -1.33
C 10.671444 12.345399 16.774301 0.52 -0.35 0.40
C 6.536264 7.843847 15.362019 -1.03 -1.20 0.10
C 6.133869 14.248027 15.908162 -0.38 0.76 0.66
C 8.466232 12.927870 15.903044 1.25 -1.42 -1.33
C 7.068147 8.363993 13.092509 0.33 0.54 -2.21
C 13.488303 10.881355 8.356428 -0.25 -0.45 -0.65
C 9.741056 12.185959 15.761310 -1.50 0.80 0.44
C 12.012787 10.698796 15.659497 -0.03 0.71 0.99
C 11.486385 10.587068 9.571443 -0.95 0.20 0.87
C 7.268735 13.744546 11.016307 0.19 -1.35 2.12
C 7.108012 14.624449 16.826967 -0.93 0.08 0.04
C 11.826797 11.555386 16.752598 0.17 -0.82 -1.34
C 5.743509 6.780892 14.918607 -0.09 -0.48 -0.49
C 9.288292 13.930874 17.963918 -1.13 1.27 -0.08
C 13.122863 12.162823 10.329645 -0.31 -0.01 0.72
C 7.367131 15.179160 11.551672 0.45 2.22 -1.05
C 6.163896 7.430120 12.611939 -0.29 -0.57 0.98
C 12.248357 10.258296 8.487998 0.55 0.03 -0.23
C 11.005287 11.834667 11.729706 0.95 -0.11 -0.64
C 11.895042 11.526835 10.542524 0.11 0.27 -0.17
C 7.184816 8.603991 14.434259 -0.42 -0.48 0.27
C 5.552497 6.578444 13.552025 0.37 -0.29 -0.29
C 8.279616 13.855714 16.914616 -0.19 0.30 0.59
C 10.414376 13.231197 17.869877 0.50 0.14 0.62
C 13.911491 11.834375 9.246060 0.42 0.41 0.43
C 11.047057 10.665037 14.660422 0.12 -0.27 -0.36
H 11.893480 9.520049 7.768108 0.19 0.27 0.20
H 11.168417 13.339475 18.637371 0.00 -0.04 0.10
H 5.162594 14.755213 15.871254 0.53 -0.15 0.07
H 5.624387 12.835947 14.294109 0.41 0.53 0.74
H 13.534110 12.889324 11.020877 -0.36 0.02 0.14
H 12.915106 10.091022 15.586649 -0.39 0.13 -0.09
H 14.874219 12.330970 9.160640 -0.15 -0.19 -0.23
H 6.943831 15.454369 17.523704 0.00 -0.52 -0.48
H 6.739173 11.078029 13.095629 -0.27 -0.45 -0.04
H 12.570569 11.586151 17.535750 -0.05 0.17 0.11
H 10.520474 10.105754 9.652092 0.00 0.05 0.22
H 11.253716 10.029006 13.798482 -0.49 0.23 0.08
```
Forces are in eV/Å.

=====

# 3
# C26H47O2Si2Yb

A molecular structure, C26H47O2Si2Yb in a non-equilibrium geometry (wB97M-V/def2-TZVPD, the OMol25 dataset).

Properties
**Frontier orbital gap (alpha / beta)**: 6.0872 / 5.6724 eV
**Expectation value of S²**: 0.75
**Total charge**: 0
**LUMO energy (alpha / beta)**: 0.148 / -0.259 eV
**Spin multiplicity**: 2
**Strongest force on any atom**: 2.09 eV Å⁻¹
**Calculated total energy**: -2907.01596 hartree

```
78
Properties=species:S:1:pos:R:3:forces:R:3
Yb -0.121993 -0.601787 0.868217 -0.30 -0.58 1.82
Si 0.737045 2.395851 3.241727 0.09 -1.76 1.13
Si 0.325170 0.201451 5.567284 0.24 0.08 -0.90
O 0.346525 -0.043863 -1.389833 -0.29 0.26 0.24
O 0.210067 -0.540546 -5.783939 0.03 0.93 -1.77
C 0.013509 0.163733 -7.879707 0.08 -0.24 0.77
C 0.826300 0.663800 3.857218 -0.33 -0.13 -1.08
C 2.162634 -1.892826 1.411857 -0.47 -0.18 -0.29
C 1.104459 1.284834 6.916601 -0.06 -0.12 0.24
C -1.117618 -2.024340 -7.237111 -0.04 -0.36 0.05
C -2.387027 -1.264450 2.110391 0.06 0.45 -0.10
C -2.585759 -1.558208 0.734511 0.08 0.15 -0.19
C 1.215313 -2.543846 2.260221 -0.25 0.18 -0.49
C -0.870341 3.283929 3.692635 -0.06 0.34 -0.21
C 0.022952 1.163021 -3.382115 0.68 -0.42 -0.33
C 0.110529 0.756694 -6.482468 0.15 0.65 0.50
C 0.116931 -1.169626 -7.093541 0.18 -0.40 -1.31
C 0.854486 2.295432 1.352986 0.13 0.63 -0.53
C -1.543239 0.260369 5.872018 -0.07 -0.09 0.26
C 2.137865 3.472927 3.898146 0.13 0.49 -0.35
C -0.982487 0.016096 -3.325528 -0.41 0.07 0.30
C 0.263778 -3.199927 1.436902 0.49 0.13 0.10
C 1.814579 -2.191058 0.064191 0.06 -0.26 0.33
C -2.456377 0.732553 0.957482 0.04 -0.35 0.23
C 0.428689 1.321048 -1.936551 -0.49 -0.06 0.27
C -2.642584 -0.324991 0.023326 0.18 -0.08 0.09
C -0.318078 -0.936783 -2.354865 0.15 0.03 -0.05
C -2.321139 0.149376 2.252183 0.06 -0.12 -0.37
C 0.874579 -1.565962 5.944676 0.01 -0.16 0.27
C 1.391086 -1.882938 -7.489306 -0.04 -0.44 0.07
C 0.651621 -3.015190 0.078979 -0.05 0.49 0.06
H 1.239081 -2.582790 3.344705 -0.11 0.29 -0.26
H 2.256010 -1.214343 -7.401172 -0.18 -0.18 0.02
H 0.876738 0.384067 -8.515797 -0.32 -0.11 0.05
H -1.204553 3.105158 4.723868 0.21 -0.02 -0.23
H 1.445557 1.704318 -1.781069 -0.31 -0.22 0.03
H -1.936642 0.361034 -2.904605 0.18 0.01 -0.05
H -0.130338 2.225234 0.864906 0.09 -0.01 0.18
H 1.956454 4.525393 3.634782 0.20 -0.06 0.08
H 1.713617 0.099196 3.491116 -0.27 0.46 0.35
H -2.341659 -1.987196 2.927308 0.08 0.28 -0.34
H 1.508986 1.478095 0.995932 0.08 0.12 0.20
H -1.162467 -0.447013 -4.289212 0.00 0.04 0.11
H 1.307635 3.228750 0.981306 -0.07 -0.26 -0.27
H 0.954153 -1.698409 7.034776 -0.02 -0.09 -0.24
H 2.191580 1.382780 6.782404 -0.26 -0.04 0.00
H -0.930784 0.350239 -8.392134 0.15 -0.10 0.00
H -1.958259 1.276681 5.833025 0.08 -0.21 -0.02
H 2.245342 3.412154 4.989796 -0.18 -0.09 -0.26
H 0.158935 -2.311514 5.569623 0.14 0.15 0.04
H 1.552777 -2.778146 -6.880290 0.08 0.11 -0.02
H -2.208594 0.688065 3.188565 0.11 -0.18 -0.32
H 1.285076 -2.196924 -8.538837 0.16 0.07 0.27
H -2.496285 1.797701 0.728310 0.01 -0.33 0.11
H 3.099736 3.174105 3.457667 -0.16 0.04 0.09
H 1.025417 1.349262 -6.342389 -0.37 -0.03 0.28
H -2.893477 -0.190173 -1.030043 0.21 -0.14 0.37
H -2.719855 -2.554048 0.308004 0.05 0.38 0.13
H 3.026822 -1.312439 1.724384 -0.23 -0.14 0.00
H -0.348877 2.074636 -3.840529 -0.11 0.10 0.14
H -2.100825 -0.369568 5.163601 0.16 0.13 0.17
H -1.729964 -0.132375 6.884859 -0.07 0.12 -0.21
H -1.036743 -2.921095 -6.607948 -0.13 0.17 -0.10
H 2.390758 -1.902401 -0.812015 -0.22 -0.03 0.20
H -1.021009 -1.612330 -1.832720 0.38 0.49 -0.08
H -0.588213 -3.778261 1.793067 0.32 0.16 -0.15
H 0.670153 2.293777 6.957536 0.09 -0.18 -0.04
H -0.790457 1.320773 -6.197839 0.38 -0.14 0.26
H -2.019826 -1.460864 -6.958547 0.24 -0.18 -0.08
H -0.703089 4.367472 3.587168 -0.15 -0.19 0.04
H -1.699704 3.016863 3.024444 0.11 0.00 0.13
H -1.198409 -2.343855 -8.289239 -0.09 0.07 0.38
H -0.299113 1.953660 -1.404352 0.30 -0.20 0.01
H 0.465819 -1.546122 -2.827848 -0.19 0.19 0.06
H 0.190218 -3.489332 -0.786808 0.07 0.24 0.26
H 1.860304 -1.783773 5.512453 -0.16 0.06 0.08
H 0.923903 0.799050 7.889947 0.08 0.24 -0.14
H 0.912567 0.839723 -3.946763 -0.37 0.07 0.05
```
Forces are in eV/Å.

=====

Among the records above, which one has the lowest strongest force on any atom? C26H47O2Si2Yb